ORCA calculation (ωB97M-V/def2-TZVPD) on a molecular structure, C46H41N4O2P2S2Sn at a distorted geometry.

```
98
C46H41N4O2P2S2Sn | the OMol25 dataset | ωB97M-V/def2-TZVPD
Sn 0.6334 0.7013 -0.3426
O 1.1661 1.6057 -3.8328
S 0.6631 0.7359 -2.7317
C -1.0850 0.4580 -3.1094
C -1.3859 0.2463 -4.4543
C -2.6856 0.3400 -4.9247
C -3.7062 0.6718 -4.0512
C -3.4313 0.8734 -2.7043
C -2.1371 0.7573 -2.1857
P -1.9095 0.8703 -0.3203
C -3.2439 1.9963 0.2558
C -2.9348 3.3258 0.5497
C -3.8981 4.1915 1.0611
C -5.1920 3.7433 1.2844
C -5.5213 2.4279 0.9926
C -4.5561 1.5655 0.4879
C -2.5830 -0.7682 0.1914
C -2.9430 -1.7724 -0.7092
C -3.4366 -2.9961 -0.2699
C -3.5590 -3.2461 1.0891
C -3.1888 -2.2676 2.0011
C -2.7045 -1.0427 1.5571
C 1.4566 -0.8784 -2.9559
C 2.0927 -1.0673 -4.1860
C 3.0327 -2.0676 -4.3718
C 3.3825 -2.8872 -3.3059
C 2.7531 -2.7355 -2.0798
C 1.7562 -1.7670 -1.8651
P 0.7984 -1.8260 -0.2870
C 0.7210 -3.6485 -0.0121
C -0.1115 -4.3895 -0.8564
C -0.1672 -5.7761 -0.7811
C 0.6130 -6.4515 0.1488
C 1.4407 -5.7342 1.0015
C 1.4942 -4.3450 0.9216
C 1.8053 -1.1877 1.1255
C 1.2797 -1.3358 2.4276
C 1.9308 -0.8358 3.5485
C 3.1254 -0.1502 3.4026
C 3.6648 0.0272 2.1395
C 3.0213 -0.4839 1.0104
H -0.5870 0.0795 -5.1695
H -2.8918 0.2020 -5.9796
H -4.7216 0.7790 -4.4157
H -4.2706 1.1114 -2.0618
H -1.9321 3.7003 0.3991
H -3.6321 5.2171 1.2939
H -5.9406 4.4152 1.6886
H -6.5284 2.0667 1.1663
H -4.8502 0.5408 0.2836
H -2.8394 -1.6423 -1.7804
H -3.7094 -3.7572 -0.9915
H -3.9315 -4.2043 1.4324
H -3.2741 -2.4609 3.0646
H -2.4187 -0.2984 2.2915
H 1.9086 -0.3767 -5.0031
H 3.5274 -2.1745 -5.3298
H 4.1430 -3.6500 -3.4304
H 3.0507 -3.4088 -1.2817
H -0.7154 -3.8865 -1.6076
H -0.8098 -6.3284 -1.4576
H 0.5815 -7.5338 0.2022
H 2.0600 -6.2567 1.7223
H 2.1803 -3.8238 1.5812
H 0.3375 -1.8570 2.5750
H 1.4942 -0.9758 4.5306
H 3.6301 0.2523 4.2740
H 4.5944 0.5775 2.0253
H 3.4805 -0.2992 0.0249
C -1.3225 2.4473 5.1479
C -1.9622 2.3050 3.7757
N -1.2140 3.0428 2.7788
C -0.3160 2.5385 1.9004
S 0.4530 0.9886 2.2005
N -0.0383 3.3095 0.8384
N 0.8769 2.7835 -0.0897
C 2.1601 3.1411 0.1380
C 2.5935 4.2208 1.0834
C 3.2345 2.2749 -0.5709
C 4.3934 2.8085 -1.1251
C 5.2889 1.9413 -1.7210
C 5.0158 0.5680 -1.7498
C 3.8513 0.1027 -1.1786
N 2.9302 0.9460 -0.5841
H -1.9201 1.9290 5.9016
H -0.3146 2.0267 5.1660
H -1.2493 3.4986 5.4364
H -2.0865 1.2544 3.5117
H -2.9716 2.7251 3.8205
H -1.6677 3.8578 2.3965
H 2.3024 3.9667 2.1032
H 3.6730 4.3623 1.0710
H 2.1166 5.1614 0.7999
H 4.5811 3.8732 -1.1056
H 6.1977 2.3238 -2.1695
H 5.7029 -0.1256 -2.2159
H 3.5978 -0.9418 -1.1792
O 1.7075 1.7857 0.7134
```

* LUMO: -3.15 eV
* HOMO energy: -0.29783 hartree
* total charge: +1
* E_tot: -3839.5795 Ha



ORCA calculation (ωB97M-V/def2-TZVPD) on C16H22N2O3S in the gas phase.

```
44
C16H22N2O3S | the OMol25 dataset | ωB97M-V/def2-TZVPD
C -1.1740 -2.5725 1.6245
C -1.6093 -1.2935 2.3311
O -0.4925 -0.5074 2.7293
C 0.3693 -0.0096 1.8114
C 1.7194 -0.0967 2.1666
C 2.7502 0.3788 1.3755
C 4.1624 0.2346 1.8583
C 2.4421 0.9682 0.1416
C 3.4955 1.4858 -0.8097
C 3.3499 2.9979 -0.9970
C 3.4032 0.7592 -2.1535
C 1.1070 1.0865 -0.2002
C 0.0793 0.6293 0.6075
S -1.5288 1.0273 -0.0461
O -2.5446 1.2326 0.9408
O -1.3926 2.0249 -1.0607
N -1.9631 -0.4374 -0.8497
C -3.1904 -0.9391 -1.1306
C -3.0032 -2.0446 -1.9162
C -1.6016 -2.1435 -2.0784
C -0.8395 -3.1706 -2.8342
N -0.9978 -1.1652 -1.4315
H -0.5202 -3.1546 2.2704
H -0.6369 -2.3398 0.7066
H -2.0485 -3.1680 1.3770
H -2.3014 -0.7162 1.7160
H -2.1015 -1.5308 3.2779
H 1.9375 -0.5673 3.1135
H 4.1817 -0.2267 2.8416
H 4.7413 -0.3859 1.1761
H 4.6459 1.2076 1.9256
H 4.4854 1.2922 -0.3908
H 2.3907 3.2422 -1.4444
H 3.4195 3.5073 -0.0384
H 4.1388 3.3722 -1.6458
H 4.1977 1.0960 -2.8159
H 2.4486 0.9521 -2.6341
H 3.5026 -0.3145 -2.0107
H 0.8128 1.5653 -1.1190
H -4.0657 -0.4631 -0.7399
H -3.7514 -2.6939 -2.3220
H -1.0331 -4.1615 -2.4256
H 0.2228 -2.9557 -2.7682
H -1.1426 -3.1699 -3.8799
```

* LUMO: 0.71 eV
* structure (SMILES): CCOc1cc(C)c(C(C)C)cc1S(=O)(=O)n1ccc(C)n1
* HOMO energy: -0.32162 hartree
* E_tot: -1356.2637 Ha



ORCA calculation (ωB97M-V/def2-TZVPD) on a gas-phase ion, C4H8N (charge +1) at a distorted geometry.

```
13
C4H8N | the OMol25 dataset | ωB97M-V/def2-TZVPD
C 1.9172 -0.8746 0.1115
N 0.9431 -0.1217 -0.2598
C 0.4051 1.2047 -0.0958
C -0.4869 0.2536 -0.5931
C -1.5884 -0.2616 0.2991
H 2.6705 -0.3877 0.7028
H 1.8267 -1.8944 -0.2367
H 0.1701 1.3178 1.0497
H 0.6458 2.0138 -0.5738
H -0.8998 -0.0628 -1.6715
H -1.3756 -0.5406 1.3388
H -1.8608 -1.1368 -0.4433
H -2.3672 0.4902 0.3721
```

* LUMO: -5.22 eV
* structure (SMILES): C=[N+]1C[C@@H]1C
* HOMO energy: -0.61672 hartree
* total charge: +1
* E_tot: -211.5724 Ha



Q: Which relative energy (zero: lowest compared OMol25 entry of this formula, charge and spin) values were calculated for the entries above? A: 14.4592, 2.9939, 2.6850, in eV.